(1)
Here is a 18-piece molecular cluster, C60H108O42S6 overall in a non-equilibrium geometry from OMol25. Energies are from ωB97M-V/def2-TZVPD.

Last column: Mulliken charge in e.
Atoms and positions in Å:
C: -8.1695 0.6142 0.2557  -1.337
C: -7.1813 1.7339 0.6699  0.267
C: -7.5626 2.6450 1.8739  -0.636
O: -6.5253 2.4606 2.6902  -0.355
C: -5.7738 1.3752 2.2832  -0.221
O: -4.9268 0.8895 2.9683  -0.312
O: -6.1285 0.9955 0.9966  0.760
H: -9.2049 0.9534 0.2271  0.460
H: -8.1312 -0.1885 0.9920  0.288
H: -7.8183 0.1338 -0.6575  0.187
H: -6.9235 2.4040 -0.1502  0.354
H: -8.4791 2.3205 2.3668  0.302
H: -7.6822 3.6161 1.3937  0.358
C: 6.3803 -3.2538 3.7547  -1.539
C: 5.3431 -2.5814 2.7587  0.343
C: 4.2703 -3.4990 2.1309  -0.105
O: 3.1471 -3.1528 2.8910  0.075
C: 3.3923 -2.0889 3.7199  0.235
O: 2.6932 -1.6363 4.6375  -0.608
O: 4.6481 -1.5886 3.5169  -0.285
H: 5.8989 -3.9167 4.4738  0.356
H: 6.8342 -2.3905 4.2412  0.373
H: 7.1651 -3.7003 3.1442  0.397
H: 5.9846 -1.9826 2.1121  0.359
H: 4.3973 -4.5705 2.2853  0.234
H: 3.9913 -3.0970 1.1569  0.134
C: -3.9459 -4.3762 -3.6424  -0.727
C: -4.4247 -5.8242 -3.5914  0.421
C: -3.4863 -6.8596 -4.0083  -0.718
O: -2.5499 -6.9661 -3.0197  -0.279
C: -3.1429 -6.5730 -1.9082  0.710
O: -2.7749 -6.7683 -0.7118  -0.636
O: -4.3585 -6.0961 -2.2400  -0.343
H: -4.3908 -3.9008 -2.7682  -0.054
H: -4.3557 -3.8327 -4.4938  0.583
H: -2.9006 -4.0749 -3.5749  0.005
H: -5.4355 -6.0226 -3.9476  0.450
H: -2.8790 -6.6576 -4.8906  0.332
H: -4.0577 -7.7847 -4.0841  0.340
C: -5.7817 -0.8369 -2.4550  -1.369
C: -4.8706 0.4102 -2.1352  2.113
C: -3.3929 -0.0060 -2.0092  -0.009
O: -2.7438 0.9538 -2.8231  0.212
C: -3.7110 1.6683 -3.5530  0.248
O: -3.4851 2.5608 -4.3108  -0.565
O: -4.9161 1.1578 -3.2684  -0.432
H: -6.2036 -1.1559 -1.5019  -0.020
H: -5.4347 -1.5779 -3.1753  0.266
H: -6.6395 -0.4098 -2.9744  0.471
H: -5.2622 1.0492 -1.3437  -0.964
H: -3.0816 -1.0053 -2.3133  -0.009
H: -3.0998 0.2281 -0.9858  -0.065
C: -0.9451 0.0077 -6.2280  -0.963
C: 0.2837 -0.3594 -7.0921  0.703
C: -0.0006 -0.7466 -8.5420  -0.465
O: 1.0561 -0.0831 -9.1099  -0.349
C: 1.5469 0.8892 -8.3714  0.497
O: 2.4139 1.6250 -8.7576  -0.560
O: 0.9926 0.8090 -7.0880  -0.164
H: -1.2969 -0.8659 -5.6793  0.211
H: -1.7963 0.3757 -6.8009  0.529
H: -0.6345 0.6408 -5.3968  -0.205
H: 0.8944 -1.0818 -6.5503  0.060
H: -0.9981 -0.4796 -8.8912  0.295
H: 0.1803 -1.7984 -8.7636  0.273
C: 6.8016 2.9947 1.1407  -1.877
C: 7.1119 2.7930 2.5897  1.040
C: 8.0445 1.6727 2.6537  -0.282
O: 9.0744 2.1532 3.4627  -0.394
C: 9.0048 3.4972 3.5817  0.710
O: 9.7198 4.2804 4.1819  -0.585
O: 7.9408 3.8842 2.9845  -0.367
H: 6.2703 2.1564 0.6900  0.347
H: 7.7010 2.9821 0.5251  0.391
H: 6.3357 3.9534 0.9127  0.452
H: 6.1567 2.6604 3.0978  0.087
H: 8.5233 1.3210 1.7398  0.216
H: 7.6850 0.7503 3.1098  0.213
C: -4.1231 6.8143 -0.3835  -1.354
C: -4.3256 5.3960 0.2344  0.408
C: -4.6489 4.4062 -0.7755  0.174
O: -3.3567 3.8088 -1.0414  0.132
C: -2.5549 4.0223 -0.2096  -0.162
O: -1.4732 3.4850 -0.0286  0.099
O: -3.0420 4.9848 0.6761  -0.177
H: -3.2896 7.4095 -0.0107  0.151
H: -5.1048 7.2876 -0.4054  0.450
H: -3.7728 6.6886 -1.4080  0.317
H: -5.0754 5.5171 1.0163  0.398
H: -5.1822 4.8202 -1.6312  0.484
H: -5.2132 3.6522 -0.2266  -0.708
C: 0.4950 -8.3814 0.5101  -1.474
C: 1.2061 -7.0515 0.0176  0.586
C: 1.9117 -6.4088 1.2611  -0.128
O: 3.1640 -6.8979 1.0475  -0.319
C: 3.3933 -7.5092 -0.1661  0.575
O: 4.4168 -7.8218 -0.6982  -0.555
O: 2.2546 -7.4152 -0.8478  -0.374
H: 0.0860 -8.9897 -0.2966  0.371
H: -0.3443 -8.1932 1.1795  0.353
H: 1.2320 -9.0615 0.9371  0.391
H: 0.3682 -6.4844 -0.3879  0.184
H: 1.8461 -6.8975 2.2332  0.223
H: 1.7378 -5.3353 1.3356  0.164
C: -1.6522 -2.5717 4.6547  -1.167
C: -0.3245 -2.5946 5.4887  0.648
C: -0.4682 -2.7942 7.0175  -0.338
O: 0.2934 -3.9989 7.3510  -0.413
C: 0.8700 -4.4463 6.1686  0.558
O: 1.6172 -5.3683 6.0906  -0.552
O: 0.5278 -3.6910 5.1476  -0.262
H: -1.4796 -2.3095 3.6109  0.011
H: -2.3150 -1.8250 5.0920  0.379
H: -2.1133 -3.5427 4.8355  0.378
H: 0.2016 -1.6563 5.3130  0.122
H: -1.4504 -3.1657 7.3099  0.292
H: -0.2526 -1.8319 7.4818  0.319
C: 1.3906 5.7163 0.7697  -0.976
C: 0.8480 6.7684 1.7365  0.656
C: 1.4664 8.1995 1.6539  -0.596
O: 0.5157 9.0205 1.0096  -0.355
C: -0.6723 8.3276 0.9606  0.459
O: -1.7553 8.9024 0.7823  -0.629
O: -0.5159 7.0491 1.3973  -0.122
H: 2.4746 5.6843 0.8788  0.383
H: 1.0949 6.0844 -0.2127  0.555
H: 0.9519 4.7402 0.9768  -0.104
H: 0.9070 6.5650 2.8057  0.016
H: 2.3911 8.1292 1.0811  0.355
H: 1.6468 8.4827 2.6909  0.303
C: -6.8070 -2.8757 1.4269  -1.947
C: -5.4090 -2.2885 1.1213  2.285
C: -4.4365 -2.3043 2.2718  -0.464
O: -3.2185 -2.6917 1.7139  -0.199
C: -3.3322 -3.0664 0.3841  0.248
O: -2.4576 -3.5799 -0.3032  -0.253
O: -4.6767 -2.9323 0.1329  -0.434
H: -7.3945 -2.9161 0.5097  0.363
H: -7.2146 -2.1860 2.1661  0.440
H: -6.7084 -3.8561 1.8929  0.451
H: -5.5032 -1.3167 0.6367  -0.802
H: -4.4246 -3.0527 3.0642  0.361
H: -4.2699 -1.4331 2.9053  0.062
C: -1.7517 4.6006 3.9123  -1.339
C: -2.4394 3.2420 3.8452  1.250
C: -1.7999 2.1018 2.9775  0.684
O: -2.1485 0.9739 3.8372  0.132
C: -2.2318 1.3983 5.1361  0.371
O: -2.3382 0.5607 6.0721  -0.679
O: -2.2972 2.7099 5.2160  -0.436
H: -0.6716 4.4545 3.9056  -0.095
H: -1.7467 5.0303 4.9140  0.516
H: -1.9313 5.4731 3.2840  0.172
H: -3.4765 3.4049 3.5519  -0.018
H: -0.7403 2.3454 2.9007  -0.467
H: -2.3334 2.0702 2.0275  -0.268
C: -0.1388 -1.1466 0.6787  -0.439
S: 0.4825 0.3996 -0.3363  0.587
O: 1.1392 -0.1857 -1.5754  -0.381
C: 1.5524 1.1518 0.9188  -0.662
H: -0.9336 -0.6687 1.2514  -0.076
H: 0.5682 -1.5248 1.4171  0.324
H: -0.4992 -1.9814 0.0776  0.051
H: 1.8410 2.1666 0.6447  0.091
H: 2.4731 0.5705 0.9664  0.538
H: 1.0041 1.2766 1.8525  -0.072
C: 6.5932 -3.9222 -2.7805  -1.012
S: 5.4168 -4.6182 -1.5196  0.537
O: 5.6136 -3.4915 -0.4919  -0.607
C: 3.7782 -4.0937 -2.3032  -1.230
H: 7.6402 -4.0889 -2.5271  0.354
H: 6.3219 -2.8727 -2.8952  0.227
H: 6.4120 -4.4337 -3.7258  0.409
H: 2.9662 -4.1956 -1.5832  0.323
H: 3.7091 -4.6299 -3.2497  0.599
H: 3.7927 -3.0432 -2.5935  0.415
C: 0.6500 -2.2412 -3.5156  -0.278
S: -0.0028 -3.4581 -4.7006  0.589
O: 0.9444 -3.4019 -5.9166  -0.696
C: 0.3078 -5.0783 -3.7733  -0.826
H: 0.1467 -1.3100 -3.7757  0.034
H: 1.7046 -2.1008 -3.2788  0.282
H: 0.1960 -2.4499 -2.5469  0.051
H: 1.3673 -5.3076 -3.6601  0.225
H: -0.0250 -5.9826 -4.2828  0.495
H: -0.2201 -5.1397 -2.8216  0.083
C: 1.8850 3.1721 5.9074  -1.061
S: 2.6763 3.1076 4.1863  0.590
O: 1.6473 3.2131 3.1573  -0.632
C: 3.5796 4.6786 4.2993  -1.108
H: 1.2316 4.0305 5.7519  0.316
H: 2.7218 3.3842 6.5729  0.487
H: 1.5525 2.1436 6.0477  0.309
H: 4.5583 4.5695 4.7665  0.435
H: 3.0343 5.5767 4.5896  0.427
H: 3.6794 5.0076 3.2650  0.239
C: -0.3660 3.9075 -5.1232  -0.163
S: 1.3104 4.2334 -4.2279  0.508
O: 1.1438 5.5398 -3.5198  -0.646
C: 1.0899 2.9893 -2.8075  -0.520
H: -0.4939 4.2142 -6.1613  0.481
H: -1.1602 4.2889 -4.4814  0.185
H: -0.4291 2.8202 -5.1658  -0.363
H: 0.0636 2.8361 -2.4737  0.294
H: 1.6554 3.4734 -2.0114  -0.090
H: 1.5123 1.9853 -2.8497  0.412
C: 4.7323 3.0717 -2.2313  -0.644
S: 5.4121 3.5680 -3.8734  0.575
O: 6.3349 4.8089 -3.7779  -0.657
C: 6.5170 2.0162 -4.0464  -0.970
H: 5.3213 2.5543 -1.4739  0.236
H: 3.9389 2.3551 -2.4436  0.226
H: 4.1913 3.8177 -1.6492  0.325
H: 6.1851 0.9897 -3.8906  0.329
H: 7.2175 2.0467 -3.2118  0.300
H: 7.0317 1.9918 -5.0069  0.325

Gap between HOMO and LUMO (eV): 8.18
F_max (eV Å⁻¹): 11.776
HOMO level (eV): -8.54



(2)
Here is an isolated ion of composition C5H8NO4S and charge -1 in a non-equilibrium geometry from OMol25. Energies are from ωB97M-V/def2-TZVPD.

Last column: Mulliken charge in e.
Atoms and positions in Å:
C: 1.4751 -2.0528 -0.4778  -1.208
C: 0.8510 -0.7186 -0.0357  0.206
C: -0.2263 -0.5717 0.6589  -0.691
C: -0.3437 0.8354 0.8627  1.040
C: -1.8144 1.2848 0.7494  -1.356
S: 0.2461 1.1326 2.7758  1.133
O: 1.4583 0.3434 2.8686  -0.651
O: 0.4293 2.6252 2.7779  -0.702
O: -0.8950 0.6209 3.5999  -0.697
N: 0.7300 1.5103 0.2161  -0.325
O: 1.5053 0.4124 -0.4717  -0.439
H: 1.0091 -2.4753 -1.4082  0.236
H: 1.4395 -2.7644 0.4205  0.264
H: 2.4780 -1.9260 -0.8079  0.376
H: -0.7850 -1.2642 1.1430  0.464
H: -1.9979 1.9900 1.4317  0.431
H: -2.3696 0.3202 0.8838  0.265
H: -1.9919 1.6764 -0.2920  0.367
H: 0.4382 2.1202 -0.6082  0.287

Charge: -1
Relative energy (zero: lowest compared OMol25 entry of this formula, charge and spin) (kJ/mol): 247.7
Gap between HOMO and LUMO (eV): 7.31
F_max (eV Å⁻¹): 4.861
HOMO level (eV): -3.79



(3)
Here is a 3-piece molecular cluster, C2H10N2O2 overall in a non-equilibrium geometry from OMol25. Energies are from ωB97M-V/def2-TZVPD.

Last column: Mulliken charge in e.
Atoms and positions in Å:
H: 1.5698 -0.1750 -2.1434  0.227
N: 0.8837 -0.0981 -1.4040  -0.631
C: 1.1690 0.7555 -0.4994  0.022
N: 0.2614 1.1437 0.4301  -0.150
C: 0.6522 1.4964 1.7496  -0.909
H: 2.2148 0.8964 -0.1892  0.284
H: -0.6462 0.7275 0.2722  0.289
H: -0.0189 2.2276 2.2066  0.282
H: 1.6363 1.9589 1.8018  0.315
H: 0.6471 0.6378 2.4245  0.305
O: -0.2941 -4.4912 0.3585  -0.638
H: 0.6674 -4.4463 0.2931  0.318
H: -0.4604 -5.4180 0.5639  0.317
O: -2.2857 1.7836 -0.7398  -0.690
H: -2.1686 2.6300 -0.2997  0.324
H: -1.7457 1.7554 -1.5335  0.333

Relative energy (zero: lowest compared OMol25 entry of this formula, charge and spin) (kJ/mol): 90.8
Gap between HOMO and LUMO (eV): 9.63
F_max (eV Å⁻¹): 2.401
HOMO level (eV): -8.74



(4)
Here is a 2-piece molecular cluster, C7H7IN2O overall in a non-equilibrium geometry from OMol25. Energies are from ωB97M-V/def2-TZVPD.

Last column: Mulliken spin population.
Atoms and positions in Å:
C: 0.3737 0.2307 -1.0447  0.070
C: 0.6670 1.3597 -0.4043  -0.020
C: -0.6332 -1.3444 0.8564  0.290
C: -1.0802 -0.2222 1.3884  0.861
C: -0.1504 -1.1515 -0.5273  -0.012
C: -0.8963 1.0964 1.2719  0.543
C: 0.5130 1.6294 1.0401  0.067
N: 0.1934 0.4069 4.5151  0.001
N: -0.9061 0.3348 4.4624  -0.002
O: -2.0260 0.2323 4.5207  0.009
I: 0.7393 3.7756 1.3652  0.032
H: 0.3683 0.1761 -2.2135  -0.001
H: 1.0529 2.0744 -1.1343  0.005
H: -0.8023 -2.3124 1.1895  0.055
H: -0.8987 -1.4149 -1.3990  0.045
H: 0.7910 -1.8218 -0.8405  0.031
H: -1.5059 1.9160 1.1188  0.015
H: 1.0768 1.0018 1.6858  0.010

Relative energy (zero: lowest compared OMol25 entry of this formula, charge and spin) (kJ/mol): 304.0
Gap between HOMO and LUMO (alpha / beta) (eV): 6.61 / 7.35
F_max (eV Å⁻¹): 5.519
HOMO level (alpha / beta) (eV): -6.34 / -9.61
Multiplicity: 3



(5)
Here is C51H46InO2P4 as an isolated structure from OMol25. Energies are from ωB97M-V/def2-TZVPD.

Last column: Mulliken charge in e.
Atoms and positions in Å:
In: 0.0438 -0.2015 0.6049  1.755
O: 1.9773 -0.2261 -0.2779  -0.214
P: 2.9786 0.8767 -0.6434  1.214
C: 2.0874 2.2175 -1.5254  -1.767
P: 0.4156 2.6754 -0.9547  1.453
O: -0.4045 1.3906 -0.7409  -0.560
C: 0.5131 3.6308 0.5568  0.906
C: 0.0655 4.9532 0.5750  -0.695
C: 0.0600 5.6689 1.7656  -0.806
C: 0.4936 5.0704 2.9394  -0.822
C: 0.9479 3.7551 2.9284  -1.246
C: 0.9590 3.0404 1.7437  0.315
C: -0.3346 3.6670 -2.2196  0.017
C: -1.7221 3.8269 -2.1793  -0.292
C: -2.3491 4.6264 -3.1187  -0.807
C: -1.5962 5.2677 -4.0967  -0.529
C: -0.2187 5.1102 -4.1395  -0.847
C: 0.4174 4.3099 -3.2020  -0.503
C: 4.1632 0.2339 -1.7924  0.612
C: 5.4484 0.7716 -1.8606  -0.758
C: 6.3328 0.3045 -2.8202  -0.715
C: 5.9361 -0.6920 -3.7015  -0.630
C: 4.6568 -1.2320 -3.6274  -0.580
C: 3.7634 -0.7717 -2.6760  -0.084
C: 3.7732 1.5671 0.7904  0.452
C: 4.2618 2.8743 0.8150  -0.100
C: 4.8838 3.3546 1.9561  -0.871
C: 5.0165 2.5368 3.0711  -0.617
C: 4.5362 1.2331 3.0484  -0.850
C: 3.9173 0.7434 1.9088  -0.489
H: 1.9671 1.8448 -2.5481  0.770
H: 2.7179 3.1074 -1.5736  0.828
H: -0.2747 5.4302 -0.3345  0.459
H: -0.2798 6.6957 1.7709  0.489
H: 0.4894 5.6318 3.8646  0.505
H: 1.3074 3.2948 3.8394  0.577
H: 1.3667 2.0349 1.7565  -0.044
H: -2.3088 3.3290 -1.4164  0.301
H: -3.4226 4.7548 -3.0910  0.456
H: -2.0885 5.8932 -4.8292  0.436
H: 0.3621 5.6099 -4.9025  0.454
H: 1.4933 4.2012 -3.2478  0.388
H: 5.7692 1.5336 -1.1607  0.333
H: 7.3330 0.7117 -2.8747  0.435
H: 6.6305 -1.0546 -4.4476  0.419
H: 4.3578 -2.0130 -4.3139  0.505
H: 2.7692 -1.1979 -2.6099  0.032
H: 4.1687 3.5261 -0.0448  0.387
H: 5.2672 4.3658 1.9750  0.479
H: 5.5060 2.9145 3.9590  0.469
H: 4.6580 0.5956 3.9137  0.488
H: 3.5582 -0.2785 1.8836  0.496
C: -2.5724 -2.3398 -1.0171  -1.561
C: -3.2564 -0.9645 -0.8804  0.118
P: -4.3053 -0.7880 0.6147  -0.282
C: -3.5806 0.2570 1.8239  0.777
C: -3.9038 0.0695 3.1806  -0.548
C: -3.3835 0.9265 4.1310  -0.898
C: -2.5680 1.9855 3.7437  -0.756
C: -2.2680 2.1980 2.3986  -0.217
C: -2.7748 1.3470 1.4379  0.012
C: -4.9461 -2.3083 1.2686  0.418
C: -4.1485 -3.1366 2.0705  0.355
C: -4.6825 -4.3134 2.5636  -0.934
C: -5.9980 -4.6606 2.2682  -0.548
C: -6.7875 -3.8382 1.4764  -0.702
C: -6.2662 -2.6574 0.9714  -0.546
P: -0.8011 -2.4211 -0.5109  1.019
C: -0.7157 -3.7169 0.7372  0.326
C: -1.2048 -4.9860 0.4127  -0.340
C: -1.1559 -6.0034 1.3491  -0.939
C: -0.6156 -5.7658 2.6096  -0.548
C: -0.1196 -4.5116 2.9334  -0.800
C: -0.1665 -3.4876 1.9963  -0.301
C: 0.1712 -2.9538 -1.9244  0.911
C: 1.3669 -3.6303 -1.6688  -0.724
C: 2.1507 -4.0598 -2.7267  -0.838
C: 1.7529 -3.8067 -4.0345  -0.562
C: 0.5791 -3.1098 -4.2883  -0.882
C: -0.2133 -2.6769 -3.2359  -0.545
H: -2.6545 -2.6816 -2.0481  0.860
H: -3.0740 -3.0948 -0.4096  0.650
H: -3.8820 -0.7639 -1.7511  0.680
H: -2.5392 -0.1407 -0.8378  -0.248
H: -4.5554 -0.7407 3.4798  0.460
H: -3.6248 0.7798 5.1750  0.473
H: -2.1772 2.6621 4.4925  0.485
H: -1.6504 3.0382 2.1075  0.600
H: -2.5680 1.5445 0.3933  0.111
H: -3.1273 -2.8632 2.3122  0.658
H: -4.0765 -4.9587 3.1853  0.488
H: -6.4112 -5.5785 2.6650  0.436
H: -7.8104 -4.1110 1.2567  0.443
H: -6.8839 -2.0119 0.3593  0.453
H: -1.6070 -5.1876 -0.5741  0.464
H: -1.5279 -6.9867 1.0941  0.493
H: -0.5720 -6.5666 3.3359  0.460
H: 0.3108 -4.3318 3.9094  0.478
H: 0.2307 -2.5139 2.2631  0.292
H: 1.6711 -3.8471 -0.6518  0.363
H: 3.0662 -4.6020 -2.5313  0.457
H: 2.3564 -4.1609 -4.8598  0.530
H: 0.2707 -2.9146 -5.3065  0.468
H: -1.1218 -2.1294 -3.4548  0.376

Charge: +3
Relative energy (zero: lowest compared OMol25 entry of this formula, charge and spin) (kJ/mol): 39.2
Gap between HOMO and LUMO (alpha / beta) (eV): 6.62 / 5.23
F_max (eV Å⁻¹): 0.336
HOMO level (alpha / beta) (eV): -15.95 / -15.11



(6)
Here is a 2-piece molecular cluster, CH2BrN3 overall in a non-equilibrium geometry from OMol25. Energies are from ωB97M-V/def2-TZVPD.

Last column: Mulliken charge in e.
Atoms and positions in Å:
C: 0.6269 -1.3147 0.0251  0.559
N: 0.3081 -2.3781 0.3294  -0.365
N: -0.9961 1.2742 0.0213  -0.397
N: 0.8589 -0.2364 -0.6445  -0.365
Br: 2.2338 0.8771 -0.1051  0.084
H: -1.2011 0.7886 0.8762  0.245
H: -1.8304 0.9893 -0.5024  0.240

Relative energy (zero: lowest compared OMol25 entry of this formula, charge and spin) (kJ/mol): 591.4
Gap between HOMO and LUMO (alpha / beta) (eV): 6.26 / 6.26
F_max (eV Å⁻¹): 3.755
HOMO level (alpha / beta) (eV): -9.71 / -9.68